Run one
Below is a cluster of 2 separate species, C6H14NO in total, with properties calculated with ωB97M-V with the def2-TZVPD basis set.

XYZ file:
```
22
Properties=species:S:1:pos:R:3:lowdin_charge:R:1
C 1.9869 -0.1089 -0.2771 -0.138
C 0.6130 0.0245 -1.0145 -0.135
C -0.5172 -0.8273 -0.4404 -0.343
C -0.4572 -2.0526 0.1008 0.076
C -2.7465 -0.6578 -1.4438 0.043
C -1.8544 -0.2157 -0.5576 -0.175
N 2.3063 1.1296 0.4996 0.170
H 2.7925 -0.4097 -0.9565 0.130
H 1.8384 -0.9261 0.4964 0.134
H 0.9555 -0.0411 -2.1340 0.159
H 0.1968 1.0648 -1.1069 0.124
H 0.4838 -2.6069 0.1484 0.070
H -1.3861 -2.5834 0.3437 0.090
H -2.7863 -1.6410 -1.8989 0.072
H -3.7094 -0.2153 -1.7232 0.071
H -2.0407 0.7549 -0.1152 0.099
H 2.5316 2.0002 0.0308 0.171
H 2.9187 1.0096 1.3265 0.183
H 1.3715 1.3626 0.9000 0.109
H 0.2422 1.9957 3.0756 0.067
H -0.8530 1.1924 2.2748 0.063
O -0.0815 1.7666 2.1968 -0.042
```

frontier orbital gap = 9.2 eV
multiplicity = 1
charge = +1



Run two
Below is a cluster of 2 separate species, C6H14NO in total, with properties calculated with ωB97M-V with the def2-TZVPD basis set.

XYZ file:
```
22
Properties=species:S:1:pos:R:3:lowdin_charge:R:1
C 1.1334 0.0098 0.6523 -0.213
C -1.8278 1.2704 0.4122 -0.026
C -0.7935 -0.0650 -1.4777 -0.047
C -1.4821 -1.2306 0.6448 -0.054
C 2.1720 -0.7981 0.1153 -0.068
C -1.1392 0.0556 -0.0325 -0.318
N 3.1311 -0.1724 -0.5566 0.172
O 1.3463 1.3678 0.5040 -0.026
H 0.6640 -0.3165 1.5648 0.121
H -1.5072 2.1621 -0.1203 0.104
H -2.8831 1.1069 0.1489 0.135
H -1.8092 1.4170 1.4888 0.107
H -1.7183 -0.1730 -2.0527 0.115
H -0.2825 0.8171 -1.8540 0.100
H -0.1902 -0.9468 -1.6791 0.093
H -2.3895 -1.6359 0.1892 0.115
H -1.6777 -1.1079 1.7073 0.099
H -0.7146 -1.9884 0.5069 0.092
H 2.2028 -1.8623 0.2528 0.138
H 0.6991 1.8738 1.0084 0.105
H 3.0903 0.8403 -0.5611 0.122
H 3.9760 -0.6241 -0.8617 0.133
```

frontier orbital gap (spin up / spin down) = 6.9 / 6.9 eV
multiplicity = 1
charge = +1



It is run two that is the least stable of them.



Run one
Below is a cluster of 2 separate species, C6H14NO in total, with properties calculated with ωB97M-V with the def2-TZVPD basis set.

XYZ file:
```
22
Properties=species:S:1:pos:R:3:lowdin_charge:R:1
C 2.6515 0.2557 -0.0127 -0.403
C 1.3594 -0.1346 -0.2994 0.052
C 3.7558 0.3908 -0.9853 -0.043
C -2.9374 0.2088 -1.0321 0.022
C -1.9975 0.4774 1.3404 -0.029
C -2.2733 -0.3506 0.2280 -0.300
N -2.3275 -1.7131 0.3812 0.221
O 3.0077 0.4927 1.3334 -0.021
H 0.4381 -0.1326 0.2998 0.008
H -2.1883 -2.1598 1.2397 0.111
H 4.6147 -0.3123 -0.9824 0.109
H 4.1576 1.3709 -0.6425 0.105
H 3.5718 0.7196 -1.9424 0.053
H -3.6647 1.0630 -0.7268 0.150
H -3.3415 -0.7256 -1.5278 0.114
H -2.1924 0.7646 -1.5694 0.090
H -2.5331 0.2298 2.2672 0.124
H -0.8675 0.3579 1.6993 0.154
H -2.1996 1.5566 1.1123 0.123
H 1.1588 -0.3200 -1.3076 0.028
H 3.9792 0.3585 1.5604 0.141
H -2.1719 -2.3976 -0.4331 0.191
```

frontier orbital gap = 6.5 eV
multiplicity = 1
charge = +1



Run two
Below is a cluster of 2 separate species, C6H14NO in total, with properties calculated with ωB97M-V with the def2-TZVPD basis set.

XYZ file:
```
22
Properties=species:S:1:pos:R:3:lowdin_charge:R:1
O -0.5363 -1.0285 0.7937 0.176
C 0.5459 -0.8483 1.2848 -0.165
C 1.4490 0.2235 0.9313 0.230
C 1.0519 1.5438 0.3961 -0.136
C -0.0554 1.5468 -0.6264 -0.180
C 0.2623 0.6946 -1.8938 -0.209
C 1.6902 0.9101 -2.4240 -0.085
N -3.5383 -2.7178 1.7278 0.018
H 0.8863 -1.5129 2.0919 0.156
H 2.4917 0.1188 1.2278 0.157
H -4.3895 -2.5427 2.2237 0.002
H 2.0141 1.9643 0.1062 0.140
H 0.8275 2.0861 1.3477 0.206
H -1.0184 1.2150 -0.2279 0.120
H -0.2434 2.6062 -0.8378 0.132
H 0.0782 -0.3122 -1.5221 0.096
H -0.4522 0.9263 -2.6755 0.120
H 1.7006 0.3817 -3.3785 0.087
H 2.4718 0.4393 -1.8219 0.068
H 1.9444 1.9600 -2.5389 0.087
H -3.7098 -2.5908 0.7321 0.011
H -2.8850 -1.9910 1.9576 -0.031
```

frontier orbital gap = 3.8 eV
multiplicity = 1
charge = +1



It is run two that is the least stable of them.



Run one
Below is the molecule C6H11N, with properties calculated with ωB97M-V with the def2-TZVPD basis set.

XYZ file:
```
18
Properties=species:S:1:pos:R:3:lowdin_charge:R:1
C -0.0956 2.6999 0.4644 -0.106
C 0.5558 1.5694 1.2416 -0.142
C 1.3304 0.6220 0.5980 -0.140
C 0.9960 -0.8188 0.8252 -0.248
C -0.1178 -1.5156 0.0662 -0.109
C -0.6325 -1.0297 -1.0867 -0.219
N -1.6687 -1.6392 -1.7794 0.020
H 0.5942 3.5025 0.1924 0.071
H -0.4654 2.2857 -0.4802 0.054
H -1.0219 3.0822 0.8973 0.069
H 0.2200 1.3089 2.2526 0.095
H 2.0961 0.9815 -0.0778 0.101
H 1.8594 -1.4689 0.5620 0.104
H 0.8947 -1.0060 1.9137 0.113
H -0.3521 -2.5292 0.3270 0.091
H -0.3566 0.0239 -1.2671 0.101
H -1.7592 -2.5764 -2.1217 0.076
H -2.3582 -1.0347 -2.1902 0.070
```

SMILES = C/C=C/C/C=C/N
frontier orbital gap = 8.8 eV
multiplicity = 1



Run two
Below is a cluster of 2 separate species, C6H11N in total, with properties calculated with ωB97M-V with the def2-TZVPD basis set.

XYZ file:
```
18
Properties=species:S:1:pos:R:3:lowdin_charge:R:1
C -2.2209 0.4996 0.2108 -0.102
C -0.8246 1.0869 0.0586 -0.225
C 0.2829 0.0888 -0.3007 -0.399
C 2.8279 -0.0782 1.0297 0.149
C 0.0573 -0.7539 -1.5571 -0.053
C 0.6310 -0.7757 0.8445 -0.267
N 0.8559 -1.4815 1.7438 0.187
H -2.5586 0.0308 -0.7189 0.068
H -2.9384 1.2872 0.4608 0.074
H -2.2559 -0.2529 1.0066 0.079
H -0.5315 1.6042 0.9807 0.117
H -0.8220 1.8452 -0.7323 0.115
H 2.8895 0.1645 2.1048 -0.045
H 3.3598 -1.0433 0.9376 -0.042
H 1.2063 0.6548 -0.4284 0.090
H 0.9061 -1.4275 -1.7148 0.086
H -0.8506 -1.3605 -1.5024 0.078
H -0.0144 -0.0885 -2.4232 0.088
```

frontier orbital gap = 8.9 eV
multiplicity = 1



It is run two that is the least stable of them.



Run one
Below is the molecule C6H11N, with properties calculated with ωB97M-V with the def2-TZVPD basis set.

XYZ file:
```
18
Properties=species:S:1:pos:R:3:lowdin_charge:R:1
C 1.0766 2.2962 0.8012 -0.116
C 0.5168 0.8847 0.9338 -0.274
C 0.3385 0.1351 -0.3956 -0.187
C -0.8276 -0.8703 -0.3295 -0.376
C -0.9169 -1.8101 -1.5362 -0.067
C -0.7275 -1.6472 0.9190 -0.217
N -0.6124 -2.2241 1.9154 0.159
H 1.1210 2.7794 1.7832 0.071
H 2.0871 2.3023 0.3785 0.074
H 0.4363 2.9105 0.1574 0.072
H 1.1550 0.2878 1.5957 0.110
H -0.4557 0.9427 1.4404 0.109
H 0.1277 0.8366 -1.2139 0.119
H 1.2601 -0.3962 -0.6678 0.124
H -1.7593 -0.2921 -0.2605 0.147
H -0.9814 -1.2309 -2.4628 0.082
H -0.0352 -2.4561 -1.5915 0.087
H -1.8032 -2.4483 -1.4669 0.083
```

SMILES = CCC[C@@H](C)C#N
frontier orbital gap = 12.3 eV
multiplicity = 1



Run two
Below is the molecule C6H11N, with properties calculated with ωB97M-V with the def2-TZVPD basis set.

XYZ file:
```
18
Properties=species:S:1:pos:R:3:lowdin_charge:R:1
C 2.0883 0.1630 -0.0840 -0.096
C 0.8792 -0.7593 0.0911 -0.211
C -0.4723 -0.0404 0.2225 -0.575
C -1.6507 -0.9953 0.4027 -0.049
C -0.7450 0.8574 -1.0048 -0.046
C -0.4199 0.9010 1.3514 -0.196
N -0.4151 1.9634 1.8058 0.177
H 2.0716 0.6821 -1.0481 0.071
H 3.0122 -0.4220 -0.0432 0.074
H 2.1374 0.9243 0.7035 0.075
H 1.0217 -1.3854 0.9797 0.118
H 0.7997 -1.4323 -0.7698 0.119
H -1.4867 -1.6952 1.2261 0.088
H -2.5604 -0.4214 0.6107 0.092
H -1.8086 -1.5580 -0.5213 0.088
H -1.7066 1.3716 -0.8981 0.093
H 0.0267 1.6241 -1.1253 0.083
H -0.7714 0.2221 -1.8990 0.093
```

SMILES = CCC(C)(C)C#N
frontier orbital gap = 12.1 eV
multiplicity = 1



Run three
Below is the molecule C6H11N, with properties calculated with ωB97M-V with the def2-TZVPD basis set.

XYZ file:
```
18
Properties=species:S:1:pos:R:3:lowdin_charge:R:1
C -1.9957 -0.2925 1.1318 0.019
C -0.7592 0.2009 1.0323 -0.154
C 0.0061 0.1449 -0.2366 -0.288
C 0.7739 1.1721 -0.6662 -0.151
N 0.9547 2.3495 0.0681 0.057
C 0.0575 -1.1317 -1.0288 -0.230
C 0.7666 -2.2386 -0.2349 -0.110
H -2.5028 -0.4071 2.0759 0.052
H -2.4404 -0.6330 0.2053 0.061
H -0.2419 0.6229 1.8911 0.097
H 1.1885 1.2259 -1.6640 0.113
H 1.1005 3.1673 -0.4781 0.073
H 0.5422 2.2970 0.9775 0.061
H -0.9293 -1.5895 -1.1809 0.097
H 0.4607 -0.9067 -2.0138 0.101
H 0.2745 -2.3828 0.7263 0.064
H 1.7935 -1.9917 0.0764 0.073
H 0.8966 -3.2074 -0.7229 0.065
```

SMILES = C=C/C(=C\N)CC
frontier orbital gap = 8.6 eV
multiplicity = 1



Run four
Below is the molecule C6H11N, with properties calculated with ωB97M-V with the def2-TZVPD basis set.

XYZ file:
```
18
Properties=species:S:1:pos:R:3:lowdin_charge:R:1
C -1.8546 -0.2210 -1.0296 -0.022
N -1.8457 0.1455 0.1906 0.046
C -0.7196 0.1128 1.0859 -0.350
C -0.8975 -0.2260 2.3829 0.050
C 0.5425 0.8592 0.5976 -0.130
C 1.1372 0.6644 -0.8984 -0.230
C 1.2809 -0.8115 -1.2034 -0.166
H -2.7063 -0.0498 -1.6069 0.051
H -1.0097 -0.6644 -1.5305 0.038
H -1.7624 -0.5373 2.8377 0.023
H -0.2025 0.0934 3.1531 0.061
H 1.1604 0.4451 1.3373 0.081
H 0.2963 1.8912 0.6585 0.099
H 2.1448 1.1101 -0.7541 0.105
H 0.5086 1.1350 -1.6920 0.104
H 0.4105 -1.4944 -0.7282 0.102
H 1.3359 -1.2893 -2.1677 0.056
H 2.1813 -1.1628 -0.6329 0.083
```

SMILES = C=NC(=C)CCC
frontier orbital gap = 9.5 eV
multiplicity = 1



It is run four that is the least stable of them.



Run one
Below is the molecule C6H11N, with properties calculated with ωB97M-V with the def2-TZVPD basis set.

XYZ file:
```
18
Properties=species:S:1:pos:R:3:lowdin_charge:R:1
C -1.3041 0.8393 0.6747 -0.124
N 0.7652 -2.0180 0.4337 0.082
C 0.7643 -0.5873 0.1483 -0.257
C -0.6124 -0.0381 -0.3932 -0.409
C -1.8433 -0.7896 -0.6425 -0.025
C 1.8269 1.6366 -0.3352 0.060
C 1.8568 0.2194 0.1237 -0.121
H -1.5840 0.1060 1.4225 0.064
H -0.6357 1.5281 1.2819 0.089
H -2.2106 1.3604 0.3949 0.075
H -0.2981 -2.0868 0.3856 0.081
H 0.9579 -2.6361 -0.3193 0.072
H -2.3497 -1.1619 0.2055 0.026
H -2.0496 -1.1018 -1.6726 0.040
H -0.0124 0.5691 -1.1358 0.130
H 2.6865 2.1622 0.0187 0.021
H 1.2262 2.2161 -1.0877 0.076
H 2.8162 -0.2176 0.4968 0.122
```

frontier orbital gap = 4.3 eV
multiplicity = 1



Run two
Below is the molecule C6H11N, with properties calculated with ωB97M-V with the def2-TZVPD basis set.

XYZ file:
```
18
Properties=species:S:1:pos:R:3:lowdin_charge:R:1
C -1.2944 -1.7831 1.1111 -0.008
C -0.6807 -1.4966 -0.0490 -0.163
C 0.3727 -0.4490 -0.1781 -0.260
C 1.6507 -0.7658 -0.9308 -0.078
C 0.0030 0.8787 -0.1248 -0.335
C -1.1845 1.3738 0.6481 -0.050
N 0.9608 1.8206 -0.4789 0.094
H -2.1667 -2.4166 1.1827 0.049
H -1.0524 -1.1412 1.9503 0.056
H -0.7696 -2.2595 -0.8209 0.097
H 2.4759 -0.4012 -0.3031 0.074
H 1.6161 -1.8197 -1.2051 0.072
H 1.8522 -0.2532 -1.8818 0.077
H -0.9361 1.4340 1.7067 0.087
H -1.5880 2.3285 0.3055 0.075
H -2.0174 0.6922 0.4971 0.067
H 1.9224 1.5904 -0.3664 0.067
H 0.8104 2.7691 -0.2071 0.080
```

SMILES = C=C/C(C)=C(\C)N
frontier orbital gap = 8.5 eV
multiplicity = 1



It is run one that is the least stable of them.